A:
Formula: C4H14N4
Source: OMol25
Level of theory: ωB97M-V with the def2-TZVPD basis set

ORCA input file:
```
! RIJCOSX wB97M-V def2-TZVPD def2/J DEFGRID3
* xyz 0 1
C -0.08 0.58 1.15
C -2.40 1.37 -0.18
N -1.36 0.43 -0.54
N -0.66 0.81 -1.61
N 0.91 1.51 0.78
H 0.33 -0.02 -1.68
H -0.52 1.83 -1.67
H 1.63 1.10 0.20
H 0.54 2.31 0.29
H 0.32 -0.27 1.68
H -0.87 1.03 1.74
H -2.01 2.39 -0.02
H -2.91 1.04 0.72
H -3.14 1.42 -0.99
C 1.49 -2.42 0.66
C 0.68 -1.66 -0.34
N 1.18 -0.94 -1.29
H 2.19 -0.82 -1.28
H -0.39 -1.78 -0.35
H 2.45 -1.95 0.85
H 1.68 -3.44 0.28
H 0.95 -2.53 1.60
*
```

Computed properties:
LUMO energy (spin up / spin down) in eV: 0.8 / 0.8
HOMO (spin up / spin down) in eV: -6.17 / -6.17

B:
Formula: C4H14N4
Source: OMol25
Level of theory: ωB97M-V with the def2-TZVPD basis set

ORCA input file:
```
! RIJCOSX wB97M-V def2-TZVPD def2/J DEFGRID3
* xyz 0 1
C -1.47 -0.06 0.19
C 1.14 0.44 -0.10
C 0.54 -0.38 0.85
C 1.43 -0.01 -1.50
N -1.72 1.30 0.53
N -2.07 -0.99 1.07
N -1.81 -0.43 -1.14
N 2.78 -0.11 1.18
H 1.07 1.51 0.05
H -2.72 1.52 0.51
H -1.23 1.96 -0.07
H -3.04 -1.20 0.84
H -1.98 -0.71 2.04
H -1.54 -1.38 -1.36
H -1.47 0.21 -1.84
H 3.23 0.81 1.24
H 3.34 -0.67 0.54
H 0.39 0.01 1.84
H 0.59 -1.46 0.73
H 0.67 0.34 -2.20
H 2.38 0.40 -1.84
H 1.49 -1.10 -1.56
*
```

Computed properties:
LUMO energy (spin up / spin down) in eV: 0.8 / 0.8
HOMO (spin up / spin down) in eV: -6.63 / -6.63

In terms of stability, B leads; the second structure lies 56.8 kJ/mol higher.

A:
Formula: C3H4NS
Source: OMol25
Level of theory: ωB97M-V with the def2-TZVPD basis set

ORCA input file:
```
! RIJCOSX wB97M-V def2-TZVPD def2/J DEFGRID3
* xyz 1 1
C 0.99 -0.28 0.07
C -1.25 -1.03 -0.05
C 0.25 1.01 0.01
N 0.41 -1.39 0.02
S -1.51 0.56 0.02
H 2.08 -0.26 0.13
H -1.92 -1.86 -0.13
H 0.48 1.68 0.84
H 0.46 1.56 -0.91
*
```

Computed properties:
LUMO energy in eV: -6.6
HOMO in eV: -16.21

B:
Formula: C3H4NS
Source: OMol25
Level of theory: ωB97M-V with the def2-TZVPD basis set

ORCA input file:
```
! RIJCOSX wB97M-V def2-TZVPD def2/J DEFGRID3
* xyz 1 1
C 0.11 1.22 -0.04
C 1.27 0.96 0.14
C 0.64 -1.45 0.04
N -1.15 0.87 -0.10
S 1.97 -0.54 -0.01
H 0.77 -2.63 0.01
H -0.33 -0.98 0.17
H -1.71 1.11 0.63
H -1.58 1.45 -0.85
*
```

Computed properties:
LUMO energy (spin up / spin down) in eV: -6.6 / -6.6
HOMO (spin up / spin down) in eV: -14.89 / -14.89

C:
Formula: C3H4NS
Source: OMol25
Level of theory: ωB97M-V with the def2-TZVPD basis set

ORCA input file:
```
! RIJCOSX wB97M-V def2-TZVPD def2/J DEFGRID3
* xyz 1 1
C -0.79 -0.53 -0.82
C 0.10 -1.66 -0.72
C 0.56 0.39 0.77
N -0.34 0.57 -0.32
S 1.19 -1.37 0.45
H -1.76 -0.49 -1.46
H 1.39 1.00 0.77
H 0.23 0.57 1.78
H -0.59 1.53 -0.45
*
```

Computed properties:
LUMO energy (spin up / spin down) in eV: -7.0 / -7.0
HOMO (spin up / spin down) in eV: -14.48 / -14.48

In terms of stability, A leads; the second structure lies 129.4 kJ/mol higher.

A:
Formula: C4H13N2S
Source: OMol25
Level of theory: ωB97M-V with the def2-TZVPD basis set

ORCA input file:
```
! RIJCOSX wB97M-V def2-TZVPD def2/J DEFGRID3
* xyz 1 1
C -0.36 -1.98 1.91
C 0.21 -1.50 0.80
N -0.51 -1.59 -0.49
N 0.18 -1.98 3.17
H -1.32 -2.48 1.83
H 1.17 -1.04 0.69
H -0.02 -2.23 -1.13
H -1.47 -1.91 -0.42
H -0.47 -0.67 -0.99
H 0.92 -1.31 3.31
H -0.53 -1.91 3.88
C 0.59 2.24 -0.48
C -0.25 2.33 -1.74
S -0.28 0.79 -2.73
H 1.53 1.71 -0.65
H 0.06 1.77 0.35
H 0.84 3.24 -0.13
H -1.30 2.48 -1.51
H 0.06 3.15 -2.38
H 0.94 0.89 -3.29
*
```

Computed properties:
LUMO energy in eV: -3.1
HOMO in eV: -13.00

B:
Formula: C4H13N2S
Source: OMol25
Level of theory: ωB97M-V with the def2-TZVPD basis set

ORCA input file:
```
! RIJCOSX wB97M-V def2-TZVPD def2/J DEFGRID3
* xyz 1 1
C -1.95 1.79 1.37
C -1.39 0.40 1.41
S 0.42 0.15 1.03
C 0.68 -1.62 1.24
H -2.97 1.69 1.06
H -1.43 2.50 0.67
H -1.95 2.29 2.43
H -1.95 -0.32 0.79
H -1.48 -0.08 2.44
H -0.09 -2.07 1.81
H 0.66 -2.14 0.24
H 1.64 -1.74 1.79
N 0.14 0.31 -2.18
C 1.33 -0.15 -2.51
N 2.26 -0.45 -1.62
H -0.04 0.33 -1.13
H -0.53 0.62 -2.84
H 1.51 -0.30 -3.56
H 3.08 -0.94 -1.84
H 2.06 -0.28 -0.61
*
```

Computed properties:
LUMO energy in eV: -3.3
HOMO in eV: -12.70

In terms of stability, B leads; the second structure lies 44.6 kJ/mol higher.

A:
Formula: C4H13N2S
Source: OMol25
Level of theory: ωB97M-V with the def2-TZVPD basis set

ORCA input file:
```
! RIJCOSX wB97M-V def2-TZVPD def2/J DEFGRID3
* xyz 1 1
C -1.24 -1.42 0.28
N -0.65 -0.56 -0.73
C 0.43 0.41 -0.19
C -0.14 1.54 0.62
S 1.01 2.98 0.42
C -0.59 -2.84 0.23
N 0.16 -2.96 -1.03
H -1.25 -0.88 1.23
H -2.31 -1.53 0.10
H -1.35 -0.08 -1.28
H 1.07 -0.25 0.39
H 0.91 0.74 -1.11
H -0.24 1.37 1.68
H -1.05 1.94 0.16
H 0.20 3.79 1.10
H 0.08 -2.88 1.07
H -1.39 -3.57 0.33
H 1.14 -3.12 -0.84
H -0.10 -3.84 -1.47
H -0.16 -1.14 -1.41
*
```

Computed properties:
SMILES: NCC[NH2+]CCS
LUMO energy in eV: -3.0
HOMO in eV: -12.67

B:
Formula: C4H13N2S
Source: OMol25
Level of theory: ωB97M-V with the def2-TZVPD basis set

ORCA input file:
```
! RIJCOSX wB97M-V def2-TZVPD def2/J DEFGRID3
* xyz 1 1
N -1.27 0.90 -1.10
C -0.03 0.32 -0.44
C 1.12 1.31 -0.43
S 0.89 2.66 -1.66
C -0.44 -0.10 0.99
N 0.32 -1.26 1.40
C 0.08 -2.49 0.70
H -1.10 1.28 -2.04
H -1.65 1.65 -0.52
H -1.97 0.17 -1.22
H 0.17 -0.61 -0.94
H 1.13 1.80 0.53
H 2.07 0.83 -0.63
H 2.07 3.22 -1.37
H -0.21 0.68 1.70
H -1.52 -0.36 0.99
H 0.34 -1.29 2.40
H -0.91 -2.95 0.91
H 0.71 -3.29 1.10
H 0.20 -2.47 -0.36
*
```

Computed properties:
SMILES: CNC[C@@H]([NH3+])CS
LUMO energy in eV: -3.5
HOMO in eV: -12.67

In terms of stability, A leads; the second structure lies 41.5 kJ/mol higher.

A:
Formula: CH5NO2Si
Source: OMol25
Level of theory: ωB97M-V with the def2-TZVPD basis set

ORCA input file:
```
! RIJCOSX wB97M-V def2-TZVPD def2/J DEFGRID3
* xyz 0 1
C -0.68 1.44 0.71
N 1.35 -1.80 -0.36
O 1.56 -2.48 -1.36
O 1.92 -1.94 0.71
Si -0.74 0.20 -0.73
H 0.00 2.34 0.79
H -1.71 1.90 0.97
H -0.30 0.76 1.52
H 0.26 0.52 -1.76
H -1.64 -0.93 -0.49
*
```

Computed properties:
LUMO energy (spin up / spin down) in eV: -1.8 / -1.8
HOMO (spin up / spin down) in eV: -8.13 / -8.01

B:
Formula: CH5NO2Si
Source: OMol25
Level of theory: ωB97M-V with the def2-TZVPD basis set

ORCA input file:
```
! RIJCOSX wB97M-V def2-TZVPD def2/J DEFGRID3
* xyz 0 1
C 0.40 -1.53 -0.01
N -2.56 -0.11 0.28
O -1.85 0.82 0.16
O 0.16 -0.42 -0.63
Si 0.68 1.05 -0.07
H 0.18 -2.49 -0.62
H 0.31 -1.62 1.05
H 0.20 1.82 -1.29
H 0.29 1.75 1.25
H 2.20 0.71 -0.11
*
```

Computed properties:
LUMO energy (spin up / spin down) in eV: -0.4 / -0.9
HOMO (spin up / spin down) in eV: -7.49 / -9.12

In terms of stability, B leads; the second structure lies 59.3 kJ/mol higher.

A:
Formula: C2H3NO3S
Source: OMol25
Level of theory: ωB97M-V with the def2-TZVPD basis set

ORCA input file:
```
! RIJCOSX wB97M-V def2-TZVPD def2/J DEFGRID3
* xyz 0 1
C 1.46 -1.08 0.77
C -1.40 -2.07 -0.06
N -0.20 -2.19 -0.22
O -2.51 -1.69 0.10
O 3.47 0.15 -0.21
O -1.53 2.56 -0.34
S 2.02 0.26 -0.02
H 1.47 -1.64 1.60
H -2.09 3.30 -0.85
H -0.68 2.39 -0.77
*
```

Computed properties:
LUMO energy (spin up / spin down) in eV: -3.3 / -2.3
HOMO (spin up / spin down) in eV: -10.31 / -10.30

B:
Formula: C2H3NO3S
Source: OMol25
Level of theory: ωB97M-V with the def2-TZVPD basis set

ORCA input file:
```
! RIJCOSX wB97M-V def2-TZVPD def2/J DEFGRID3
* xyz 0 1
C -0.21 -0.56 1.81
C -0.31 -0.30 -0.66
N -0.12 -0.78 0.46
O 1.18 -3.31 -1.16
O -1.06 -3.42 -0.09
O 0.67 -0.63 2.69
S 0.35 -3.21 0.02
H -1.30 -0.51 2.20
H -0.32 -1.08 -1.40
H -0.52 0.76 -0.97
*
```

Computed properties:
LUMO energy in eV: -0.7
HOMO in eV: -10.37

C:
Formula: C2H3NO3S
Source: OMol25
Level of theory: ωB97M-V with the def2-TZVPD basis set

ORCA input file:
```
! RIJCOSX wB97M-V def2-TZVPD def2/J DEFGRID3
* xyz 0 1
C 1.09 -1.00 -1.28
C 0.75 0.16 0.88
N 1.21 -0.59 0.00
O 0.26 -1.69 -1.80
O -1.62 1.02 1.60
O -2.38 1.21 -0.66
S -2.57 0.54 0.61
H 1.99 -0.44 -1.85
H 1.32 -0.02 1.75
H -0.05 0.82 0.74
*
```

Computed properties:
LUMO energy in eV: -1.8
HOMO in eV: -9.69

In terms of stability, B leads; the second structure lies 41.2 kJ/mol higher.

A:
Formula: CH5ClN2O
Source: OMol25
Level of theory: ωB97M-V with the def2-TZVPD basis set

ORCA input file:
```
! RIJCOSX wB97M-V def2-TZVPD def2/J DEFGRID3
* xyz 0 1
C 0.61 -1.29 -0.33
N -0.86 2.22 0.61
N -0.35 1.25 1.28
O -0.33 -0.25 -0.36
Cl 1.34 1.24 1.47
H 1.45 -0.87 0.39
H 1.21 -1.22 -1.34
H 0.27 -2.29 -0.30
H -1.79 2.43 0.81
H -0.45 2.45 -0.23
*
```

Computed properties:
LUMO energy (spin up / spin down) in eV: -1.1 / -1.1
HOMO (spin up / spin down) in eV: -8.38 / -8.38

B:
Formula: CH5ClN2O
Source: OMol25
Level of theory: ωB97M-V with the def2-TZVPD basis set

ORCA input file:
```
! RIJCOSX wB97M-V def2-TZVPD def2/J DEFGRID3
* xyz 0 1
C -0.82 0.13 -0.24
N 1.40 0.29 0.32
N 1.70 -0.62 2.12
O 0.19 0.88 0.42
Cl 0.32 -0.18 2.97
H -0.47 -0.88 -0.45
H -1.06 0.63 -1.19
H -1.70 0.11 0.40
H 2.09 0.99 0.56
H 1.57 -1.57 1.78
*
```

Computed properties:
LUMO energy (spin up / spin down) in eV: 0.2 / 0.2
HOMO (spin up / spin down) in eV: -8.94 / -8.94

In terms of stability, B leads; the second structure lies 83.1 kJ/mol higher.